Below is a 2-piece molecular cluster, C5H14 overall at a distorted geometry, with properties calculated with ωB97M-V with the def2-TZVPD basis set.

Last columns: bonded neighbours and bond lengths (Å).
Cartesian coordinates (Å):
1 C -0.192 -1.917 0.564  C2 1.545, C3 1.512, H4 1.109, H5 1.109
2 C -0.767 -0.525 0.912  C1 1.545, H6 1.074, H9 1.139, H10 1.108
3 C -1.180 -2.559 -0.382  C1 1.512, H7 1.106, H8 1.121, H11 1.104
4 H 0.808 -1.642 0.169  C1 1.109
5 H -0.085 -2.588 1.441  C1 1.109
6 H -1.052 0.056 0.055  C2 1.074
7 H -1.033 -3.597 -0.734  C3 1.106
8 H -2.193 -2.573 0.098  C3 1.121
9 H 0.156 0.008 1.312  C2 1.139
10 H -1.539 -0.343 1.684  C2 1.108
11 H -1.316 -2.025 -1.339  C3 1.104
12 C 1.776 2.323 -0.378  C13 1.501, H14 1.124, H15 1.153, H16 1.102
13 C 0.301 2.409 -0.643  C12 1.501, H17 1.083, H18 1.018, H19 1.058
14 H 2.403 2.245 -1.308  C12 1.124
15 H 2.330 3.255 0.014  C12 1.153
16 H 2.054 1.490 0.288  C12 1.102
17 H -0.302 1.923 0.114  C13 1.083
18 H 0.014 3.385 -0.615  C13 1.018
19 H 0.125 2.022 -1.613  C13 1.058

Summary:
- energy (Ha) = -198.85323
- SMILES = CCC.CC
- relative energy (zero: lowest compared OMol25 entry of this formula, charge and spin) (kJ/mol) = 94.33
- gap between HOMO and LUMO (eV) = 12.421
- HOMO (Eh) = -0.41421
- F_max (eV/Å) = 3.2